Entry 1:
Here is the ion C3H8NO with charge +1 from OMol25. Energies are from the ωB97M-V functional and the def2-TZVPD basis.

Its energy relative to the best compared isomer or geometry (same formula, charge and spin) is 1.567 eV. The SMILES is [NH3+]CCC=O. The calculation puts the orbital gap at 9.87 eV. The net charge is +1.

Geometry (Å):
C 0.719 0.014 0.227
C -0.593 -0.098 -0.557
C -0.385 0.274 -2.090
O 0.563 0.919 -2.431
N 0.361 -0.291 1.674
H 0.975 1.192 0.245
H 1.546 -0.657 -0.107
H -1.376 0.543 -0.014
H -1.309 -1.037 -0.476
H -1.213 -0.097 -2.669
H -0.375 -1.014 1.874
H 0.058 0.741 2.008
H 1.029 -0.490 2.317

---

Entry 2:
Here is a cluster of 2 separate species, C3H8N2 in total from OMol25. Energies are from the ωB97M-V functional and the def2-TZVPD basis.

Its energy relative to the best compared isomer or geometry (same formula, charge and spin) is 3.354 eV. The SMILES is C=CN.C=N. The calculation puts the orbital gap at 9.90 eV.

Geometry (Å):
C -1.949 -1.229 0.301
N -2.291 -2.254 -0.379
H -1.095 -1.330 0.954
H -2.530 -0.312 0.262
H -2.726 -1.988 -1.264
C 2.053 0.437 -0.853
C 1.615 0.774 0.370
N 0.205 0.923 0.650
H 1.379 0.029 -1.596
H 3.035 0.807 -1.124
H 2.284 1.264 1.059
H -0.140 1.626 0.012
H 0.160 1.252 1.608

---

Entry 3:
Here is a structure of composition C29H33N7O3SSn from OMol25. Energies are from the ωB97M-V functional and the def2-TZVPD basis.

Its energy relative to the best compared isomer or geometry (same formula, charge and spin) is 0.069 eV. The calculation puts the orbital gap at 7.66 eV.

Geometry (Å):
Sn 1.169 -0.229 -0.605
C 0.581 -2.043 -4.870
O -0.832 -1.848 -4.774
C -1.347 -0.693 -4.260
C -2.550 -0.290 -4.798
C -3.184 0.887 -4.379
C -2.579 1.661 -3.422
C -1.382 1.247 -2.816
C -0.797 2.120 -1.826
N 0.117 1.812 -0.990
N 0.497 2.834 -0.131
C 1.705 2.600 0.321
O 2.423 1.584 0.028
C 2.251 3.583 1.312
C 3.377 3.229 2.051
C 3.872 4.085 3.027
C 3.252 5.306 3.260
C 2.140 5.673 2.507
C 1.642 4.817 1.536
C -0.748 0.039 -3.193
O 0.333 -0.391 -2.611
H 0.711 -2.826 -5.614
H 1.015 -2.348 -3.924
H 1.082 -1.136 -5.210
H -2.982 -0.907 -5.580
H -4.118 1.195 -4.835
H -3.026 2.602 -3.111
H -1.168 3.143 -1.782
H 3.840 2.270 1.850
H 4.741 3.799 3.607
H 3.643 5.978 4.016
H 1.668 6.632 2.680
H 0.772 5.078 0.945
C 0.615 -3.064 2.689
C 1.407 -3.288 1.425
C 0.792 -3.822 0.294
C 1.496 -3.983 -0.891
C 2.837 -3.629 -0.962
C 3.465 -3.110 0.162
C 2.752 -2.934 1.342
H -0.002 -2.168 2.585
H 1.272 -2.925 3.548
H -0.050 -3.906 2.892
H -0.258 -4.083 0.334
H 0.992 -4.378 -1.768
H 3.387 -3.755 -1.887
H 4.510 -2.824 0.116
H 3.250 -2.521 2.212
C 0.294 3.058 4.246
N -0.044 1.637 4.106
C -1.206 1.146 4.850
C 0.285 0.991 2.993
N 0.576 0.373 2.055
H 0.362 3.290 5.306
H -0.465 3.698 3.789
H 1.252 3.262 3.778
H -1.081 1.404 5.899
H -1.269 0.064 4.759
H -2.135 1.588 4.482
C -2.361 -4.242 -2.478
C -3.429 -3.368 -1.825
C -2.845 -2.171 -1.137
N -1.652 -2.099 -0.669
N -1.374 -0.907 -0.028
C -2.392 -0.092 -0.013
N -2.406 1.109 0.649
S -3.783 -0.724 -0.831
H -2.829 -5.080 -2.996
H -1.677 -4.638 -1.725
H -1.777 -3.667 -3.196
H -3.982 -3.950 -1.084
H -4.156 -3.031 -2.564
H -1.481 1.462 0.869
H -3.009 1.816 0.262

---

Entry 4:
Here is a cluster of 2 separate species, C5H10O2 in total from OMol25. Energies are from the ωB97M-V functional and the def2-TZVPD basis.

Its energy relative to the best compared isomer or geometry (same formula, charge and spin) is 2.178 eV. The SMILES is C1OC[C@H]2C[C@@H]12.O. The calculation puts the orbital gap at 10.97 eV.

Geometry (Å):
O 2.426 1.966 0.206
C 1.005 -0.528 0.089
C -0.243 -1.231 0.500
C -0.131 0.250 0.724
C -1.134 0.872 -0.235
O -1.351 -0.115 -1.229
C -1.275 -1.386 -0.598
H 2.363 1.888 -0.752
H 1.178 -0.394 -0.977
H 1.910 -0.691 0.667
H -0.224 -1.919 1.339
H -0.044 0.658 1.728
H 1.622 1.527 0.511
H -0.797 1.782 -0.742
H -2.067 1.103 0.306
H -0.992 -2.108 -1.370
H -2.246 -1.674 -0.167

---

Entry 5:
Here is an isolated molecule of C4H7NO from OMol25. Energies are from the ωB97M-V functional and the def2-TZVPD basis.

Its energy relative to the best compared isomer or geometry (same formula, charge and spin) is 5.227 eV. The calculation puts the orbital gap (spin up / spin down) at 7.42 / 7.51 eV.

Geometry (Å):
C 0.779 1.506 -0.533
C -0.498 0.221 1.008
N -0.528 1.277 0.001
H 0.728 2.114 -1.437
H 1.392 2.025 0.219
H 1.306 0.547 -0.733
H 0.446 0.102 1.548
H -1.327 0.328 1.710
C -0.181 -2.041 -0.206
C -0.771 -0.825 -0.083
O -1.340 -0.136 -0.991
H 0.214 -2.564 0.655
H -0.220 -2.553 -1.159